[1]
Density functional theory data (ωB97M-V/def2-TZVPD) for a 2-piece molecular cluster, C3H10O2 overall.

The value obtained for the energy relative to the best compared isomer or geometry (same formula, charge and spin) is 2.08 kcal/mol. As for the gap between HOMO and LUMO: 11.26 eV. As for the SMILES: CC(C)O.O. The total energy comes out at -270.768504 a.u.

Geometry (Å):
1 O 13.81 8.08 -0.16
2 H 13.32 8.60 -0.81
3 H 14.00 8.70 0.55
4 C 9.53 10.36 -1.54
5 C 10.50 9.56 -0.66
6 C 10.68 8.12 -1.12
7 O 11.76 10.25 -0.64
8 H 8.73 9.71 -1.88
9 H 10.04 10.69 -2.44
10 H 9.13 11.24 -1.04
11 H 10.12 9.48 0.37
12 H 11.03 7.48 -0.31
13 H 11.27 8.06 -2.03
14 H 9.67 7.75 -1.32
15 H 11.72 10.95 0.01

---

[2]
Density functional theory data (ωB97M-V/def2-TZVPD) for the molecule C3H10O2P2 at a distorted geometry.

The value obtained for the energy relative to the best compared isomer or geometry (same formula, charge and spin) is 37.97 kcal/mol. As for the gap between HOMO and LUMO: 9.15 eV. As for the SMILES: C[C@](O)(CO)[PH]#[PH2]. The total energy comes out at -953.391460 a.u.

Geometry (Å):
1 C -0.69 0.58 -1.45
2 C -1.06 -1.43 0.31
3 C -0.29 -0.18 -0.19
4 O -0.55 -1.97 1.50
5 O 1.05 -0.62 -0.33
6 P 1.87 1.88 0.32
7 P -0.09 1.14 1.18
8 H -0.43 1.56 -1.48
9 H -1.78 0.29 -1.60
10 H -0.20 0.20 -2.33
11 H -2.07 -0.99 0.62
12 H -1.29 -2.08 -0.53
13 H 0.01 -2.79 1.31
14 H 1.19 -1.25 -1.02
15 H 2.19 2.04 1.61
16 H 1.42 3.08 0.00
17 H 0.73 0.53 2.11

---

[3]
Density functional theory data (ωB97M-V/def2-TZVPD) for a 2-piece molecular cluster, C3H10O2S2 overall at a distorted geometry.

The value obtained for the energy relative to the best compared isomer or geometry (same formula, charge and spin) is 9.24 kcal/mol. As for the gap between HOMO and LUMO: 9.49 eV. As for the SMILES: OCCCSS.O. The total energy comes out at -1067.131640 a.u.

Geometry (Å):
1 C 0.27 1.57 0.51
2 C -0.99 2.14 1.20
3 O -1.68 1.09 1.92
4 C -0.09 0.61 -0.59
5 S 1.34 -0.22 -1.34
6 S 1.85 -1.80 -0.17
7 H 0.86 1.10 1.28
8 H 0.82 2.45 0.17
9 H -0.71 2.93 1.90
10 H -1.78 2.40 0.49
11 H -1.19 0.84 2.70
12 H -0.52 1.20 -1.41
13 H -0.97 -0.01 -0.46
14 H 0.82 -2.67 -0.34
15 H -3.25 -0.57 -0.88
16 H -2.39 -0.78 0.42
17 O -3.14 -1.10 -0.08

---

[4]
Density functional theory data (ωB97M-V/def2-TZVPD) for the molecule C3H10O2Si at a distorted geometry.

The value obtained for the energy relative to the best compared isomer or geometry (same formula, charge and spin) is 93.49 kcal/mol. As for the gap between HOMO and LUMO: 10.98 eV. As for the SMILES: CC(C)OO[SiH3]. The total energy comes out at -560.132287 a.u.

Geometry (Å):
1 C 1.84 -0.86 -0.58
2 C 0.89 1.22 0.65
3 C 0.85 -0.37 0.49
4 O -0.33 -0.78 -0.13
5 O -1.60 -0.56 0.79
6 Si -2.63 0.06 -0.34
7 H 1.38 -0.63 -1.66
8 H 2.82 -0.31 -0.51
9 H 2.03 -1.97 -0.46
10 H 1.76 1.68 1.24
11 H -0.01 1.33 1.45
12 H 0.70 1.74 -0.32
13 H 1.00 -1.00 1.40
14 H -3.58 0.73 0.38
15 H -2.00 0.87 -1.21
16 H -3.12 -1.15 -1.18

---

no.,LUMO energy (hartree)
1,0.0269
2,0.0217
3,0.0205
4,0.0259